ORCA calculation (ωB97M-V with the def2-TZVPD basis set) on 2 unconnected molecules or ions with the total composition CH2NO3S in a non-equilibrium geometry.

energy = -717.79249 a.u.
E_LUMO (spin up / spin down) = 3.3375 / 3.3531 eV
frontier orbital gap (spin up / spin down) = 7.72 / 7.73 eV
M = 108.1 g mol⁻¹
max |F| = 3.56 eV/A
E_HOMO (spin up / spin down) = -4.4 / -4.4 eV
energy above the lowest of the compared OMol25 structures with the same formula, charge and spin = 6.774 eV
total charge = -1

Each line ends with the natural charge from an NBO analysis.
CARTESIAN COORDINATES (ANGSTROEM)
S  -0.390  -1.246  -1.021  1.47
O  -1.311  -2.031  -0.184  -1.01
O  -1.655  2.474  -0.160  -0.68
O  1.042  -1.541  -0.685  -1.06
N  0.625  0.618  0.561  -0.78
C  -0.455  0.497  -0.095  0.23
H  0.864  1.422  1.128  0.40
H  1.279  -0.192  0.455  0.43

Atoms 1-2, force components in eV/Å:
S 0.0349 0.1261 0.1273
O -0.2411 -0.0827 0.0522

ORCA calculation (ωB97M-V with the def2-TZVPD basis set) on a molecular structure, CH2NO3S in a non-equilibrium geometry.

energy = -717.80344 a.u.
E_LUMO (spin up / spin down) = 3.5769 / 2.7918 eV
frontier orbital gap (spin up / spin down) = 5.03 / 7.17 eV
M = 108.1 g mol⁻¹
max |F| = 2.54 eV/A
E_HOMO (spin up / spin down) = -1.5 / -4.4 eV
multiplicity = 3
energy above the lowest of the compared OMol25 structures with the same formula, charge and spin = 3.872 eV
total charge = -1

Each line ends with the Mulliken spin population.
CARTESIAN COORDINATES (ANGSTROEM)
S  -0.949  1.607  0.531  0.56
O  1.345  -0.790  -1.463  0.24
O  -1.208  2.051  -0.862  0.29
O  1.765  -1.300  0.646  0.24
N  1.203  -0.630  -0.224  0.55
C  -0.549  -0.064  0.383  0.17
H  -1.023  -0.456  -0.501  -0.03
H  -0.583  -0.418  1.490  -0.02

Atoms 1-2, force components in eV/Å:
S 0.7712 -0.5359 -0.1003
O -1.0154 -0.3155 0.3308

ORCA calculation (ωB97M-V with the def2-TZVPD basis set) on a gas-phase ion, CH2NO4S (charge -1) in a non-equilibrium geometry.

energy = -793.12019 a.u.
E_LUMO = 4.0636 eV
frontier orbital gap = 8.76 eV
M = 124.1 g mol⁻¹
max |F| = 1.84 eV/A
E_HOMO = -4.7 eV
energy above the lowest of the compared OMol25 structures with the same formula, charge and spin = 4.792 eV
total charge = -1

Each line ends with the natural charge from an NBO analysis.
CARTESIAN COORDINATES (ANGSTROEM)
S  1.196  -1.378  0.365  1.51
O  1.115  -2.417  -0.639  -0.97
O  4.296  1.126  -0.049  -0.48
O  2.784  -0.331  -0.506  -0.59
O  -0.408  -1.291  1.143  -0.75
N  3.282  0.528  0.329  0.26
C  -0.198  -0.291  0.187  -0.30
H  -0.135  0.718  0.596  0.16
H  -0.806  -0.372  -0.710  0.17

Atoms 1-2, force components in eV/Å:
S -0.9423 0.7957 1.1850
O 0.1026 -0.6334 -0.7217

ORCA calculation (ωB97M-V with the def2-TZVPD basis set) on 2 unconnected molecules or ions with the total composition CH2NOP in a non-equilibrium geometry.

energy = -510.54814 a.u.
E_LUMO (spin up / spin down) = -2.5917 / -2.5912 eV
frontier orbital gap (spin up / spin down) = 7.50 / 7.50 eV
M = 75.0 g mol⁻¹
max |F| = 4.23 eV/A
E_HOMO (spin up / spin down) = -10.1 / -10.1 eV
energy above the lowest of the compared OMol25 structures with the same formula, charge and spin = 2.649 eV

Each line ends with the natural charge from an NBO analysis.
CARTESIAN COORDINATES (ANGSTROEM)
P  -1.560  0.263  0.453  0.48
O  2.067  0.147  0.144  -0.54
N  0.329  -1.336  -0.367  -0.63
C  1.187  -0.581  -0.037  0.69
H  -1.516  0.349  -1.026  0.02
H  -0.508  1.158  0.833  -0.02

Atoms 1-2, force components in eV/Å:
P 2.2283 -2.1221 -1.8205
O 1.7820 1.2838 0.7286

ORCA calculation (ωB97M-V with the def2-TZVPD basis set) on 2 unconnected molecules or ions with the total composition CH2NP in a non-equilibrium geometry.

energy = -435.20059 a.u.
E_LUMO (spin up / spin down) = -4.1961 / -4.1953 eV
frontier orbital gap (spin up / spin down) = 6.00 / 6.00 eV
M = 59.0 g mol⁻¹
max |F| = 3.11 eV/A
E_HOMO (spin up / spin down) = -10.2 / -10.2 eV
energy above the lowest of the compared OMol25 structures with the same formula, charge and spin = 4.733 eV

Each line ends with the natural charge from an NBO analysis.
CARTESIAN COORDINATES (ANGSTROEM)
P  -0.242  -1.440  0.766  0.51
N  0.059  1.876  -2.158  -0.53
C  0.009  1.125  -1.287  0.02
H  -0.834  -1.000  1.985  -0.05
H  1.008  -0.561  0.694  0.04

Atoms 1-2, force components in eV/Å:
P 1.5808 2.0847 -1.6831
N 0.0948 0.4934 -0.4863

ORCA calculation (ωB97M-V with the def2-TZVPD basis set) on a molecular structure, CH2NaO2Rb in a non-equilibrium geometry.

energy = -376.02903 a.u.
E_LUMO = -0.2268 eV
frontier orbital gap = 4.71 eV
M = 154.5 g mol⁻¹
max |F| = 1.23 eV/A
E_HOMO = -4.9 eV
energy above the lowest of the compared OMol25 structures with the same formula, charge and spin = 0.054 eV

Each line ends with the Mulliken charge.
CARTESIAN COORDINATES (ANGSTROEM)
Rb  0.862  -1.925  1.505  0.77
Na  4.313  0.276  0.142  0.74
O  -1.806  -0.049  0.666  -0.39
O  2.656  -0.888  -0.422  -1.51
C  -1.953  0.650  -0.316  -0.06
H  -1.387  0.455  -1.249  0.24
H  -2.684  1.481  -0.327  0.23

Atoms 1-2, force components in eV/Å:
Rb 0.5966 0.5194 -0.9446
Na -0.6761 -0.4952 -0.3483

ORCA calculation (ωB97M-V with the def2-TZVPD basis set) on a molecular structure, CH2O2P in a non-equilibrium geometry.

energy = -531.12172 a.u.
E_LUMO = 4.6250 eV
frontier orbital gap = 7.38 eV
M = 77.0 g mol⁻¹
max |F| = 2.91 eV/A
E_HOMO = -2.8 eV
energy above the lowest of the compared OMol25 structures with the same formula, charge and spin = 2.106 eV
total charge = -1

Each line ends with the natural charge from an NBO analysis.
CARTESIAN COORDINATES (ANGSTROEM)
P  0.211  1.021  -0.396  0.70
O  1.345  1.660  0.354  -1.17
O  2.868  -0.586  -0.283  -0.61
C  1.916  -0.573  0.381  0.39
H  0.523  -0.418  -0.576  -0.13
H  -0.686  0.544  0.629  -0.18

Atoms 1-2, force components in eV/Å:
P -2.3427 0.2962 -1.4593
O 1.4325 0.5962 0.8205

ORCA calculation (ωB97M-V with the def2-TZVPD basis set) on CH2O2S in the gas phase in a non-equilibrium geometry.

energy = -587.76982 a.u.
E_LUMO (spin up / spin down) = -0.6432 / -0.7008 eV
frontier orbital gap (spin up / spin down) = 8.43 / 7.98 eV
M = 78.1 g mol⁻¹
max |F| = 3.45 eV/A
E_HOMO (spin up / spin down) = -9.1 / -8.7 eV
energy above the lowest of the compared OMol25 structures with the same formula, charge and spin = 5.904 eV

Each line ends with the natural charge from an NBO analysis.
CARTESIAN COORDINATES (ANGSTROEM)
S  1.663  0.060  -0.083  0.10
O  -2.162  -0.086  -0.053  -0.45
O  -0.998  0.492  -0.127  -0.08
C  -0.033  -0.324  0.076  0.11
H  1.541  1.268  0.226  0.12
H  -0.012  -1.410  -0.039  0.20

Atoms 1-2, force components in eV/Å:
S -0.2862 -1.9445 -0.2544
O -2.7892 -0.6087 -0.1451

ORCA calculation (ωB97M-V with the def2-TZVPD basis set) on CH2O2S in the gas phase in a non-equilibrium geometry.

energy = -587.95135 a.u.
E_LUMO = 0.2133 eV
frontier orbital gap = 10.21 eV
M = 78.1 g mol⁻¹
max |F| = 4.90 eV/A
E_HOMO = -10.0 eV
structure (SMILES) = O=C(O)S
energy above the lowest of the compared OMol25 structures with the same formula, charge and spin = 0.964 eV

Each line ends with the natural charge from an NBO analysis.
CARTESIAN COORDINATES (ANGSTROEM)
S  -1.661  -0.415  -0.078  -0.13
O  0.886  -1.470  0.039  -0.57
O  0.726  0.785  0.011  -0.68
C  0.253  -0.433  -0.015  0.71
H  -1.844  0.846  0.630  0.17
H  1.640  0.686  -0.586  0.51

Atoms 1-2, force components in eV/Å:
S 1.3803 1.6347 1.3292
O -1.1819 1.8854 -0.6516

ORCA calculation (ωB97M-V with the def2-TZVPD basis set) on 2 unconnected molecules or ions with the total composition CH2O2S in a non-equilibrium geometry.

energy = -587.77788 a.u.
E_LUMO (spin up / spin down) = 0.4642 / -2.4359 eV
frontier orbital gap (spin up / spin down) = 7.04 / 8.62 eV
M = 78.1 g mol⁻¹
max |F| = 4.91 eV/A
E_HOMO (spin up / spin down) = -6.6 / -11.1 eV
multiplicity = 3
energy above the lowest of the compared OMol25 structures with the same formula, charge and spin = 2.689 eV

Each line ends with the Mulliken spin population.
CARTESIAN COORDINATES (ANGSTROEM)
S  -1.846  0.244  0.064  0.58
O  -0.478  0.948  -0.423  0.48
O  2.122  -0.424  -0.245  0.22
C  1.175  0.052  0.234  0.58
H  -1.919  -0.705  -0.921  -0.01
H  0.945  -0.115  1.292  0.16

Atoms 1-2, force components in eV/Å:
S 2.1631 1.0647 -1.6755
O -4.8890 -0.1446 0.4068